1.
DFT (ωB97M-V with the def2-TZVPD basis set) results for C24H25N4O2PPtS as an isolated structure in a non-equilibrium geometry.

Calculated values
highest occupied orbital energy: -7.35 eV
lowest unoccupied orbital energy: -0.61 eV
total charge: 0
ΔE to the lowest compared entry with this formula, charge and spin: 153.8 kJ/mol

```
58
C24H25N4O2PPtS ωB97M-V with the def2-TZVPD basis set
Pt 0.23710 -0.27471 0.97835
C -0.75372 4.36569 -2.27555
C 0.29913 3.33607 -2.66771
N 1.27262 3.05639 -1.62149
C 1.07850 2.26069 -0.55236
S -0.45789 1.41334 -0.39597
N 2.03387 2.23688 0.33644
N 1.84858 1.25869 1.27591
C 2.45436 1.35109 2.39163
C 3.23773 2.55200 2.81268
C 2.34591 0.15742 3.29067
C 3.22533 -0.02619 4.33970
C 3.10366 -1.15866 5.13667
C 2.09594 -2.05948 4.86797
C 1.24393 -1.80514 3.79915
N 1.37490 -0.72551 3.02784
H -1.37836 4.60543 -3.13923
H -0.28546 5.28732 -1.92259
H -1.39791 3.97960 -1.48404
H 0.85844 3.68730 -3.53402
H -0.18349 2.39675 -2.93762
H 2.11053 3.61377 -1.58176
H 2.94540 3.40248 2.20694
H 4.31271 2.39781 2.68452
H 3.04860 2.76890 3.86407
H 4.00448 0.70133 4.52230
H 3.79019 -1.32425 5.95786
H 1.95931 -2.94874 5.46800
H 0.41829 -2.45970 3.54614
O -1.18052 -4.43879 2.03498
C -1.15388 -3.31725 1.53602
O -1.02655 -2.19284 2.11574
C -1.27175 -3.20662 0.00381
P -1.02099 -1.46619 -0.50559
C -0.13164 -1.58308 -2.09292
C -0.57759 -1.28522 -3.37756
C 0.26187 -1.45913 -4.47232
C 1.55421 -1.92573 -4.30171
C 2.01859 -2.20777 -3.02401
C 1.18620 -2.02996 -1.93140
C -2.70427 -0.76608 -0.59063
C -3.22388 -0.34003 0.63467
C -4.46538 0.27593 0.69673
C -5.19944 0.49107 -0.46131
C -4.70423 0.04769 -1.67779
C -3.47130 -0.58789 -1.74115
H -2.25916 -3.55618 -0.29713
H -0.52186 -3.84422 -0.46148
H -1.56993 -0.90901 -3.54855
H -0.10228 -1.22220 -5.46462
H 2.20016 -2.06648 -5.15896
H 3.03314 -2.55657 -2.87546
H 1.55934 -2.22911 -0.93392
H -2.65147 -0.50387 1.53853
H -4.85206 0.59842 1.65556
H -6.15846 0.99118 -0.41421
H -5.27612 0.19693 -2.58525
H -3.13349 -0.95353 -2.69456
```



2.
DFT (ωB97M-V with the def2-TZVPD basis set) results for a 10-piece molecular cluster, C35H90NO27S9 overall in a non-equilibrium geometry.

Calculated values
highest occupied orbital energy (spin up / spin down): -14.30 / -14.30 eV
lowest unoccupied orbital energy (spin up / spin down): -4.51 / -11.76 eV
total charge: +2
2S+1: 2
expectation value of S²: 0.76

```
162
C35H90NO27S9 ωB97M-V with the def2-TZVPD basis set
C -13.52997 -21.17605 -9.07741
C -12.05290 -21.07444 -9.51515
C -11.15431 -22.37615 -9.28291
N -9.67038 -22.09180 -9.23237
C -9.15601 -21.60875 -10.60090
C -8.89630 -23.36089 -8.80987
C -7.68253 -22.83761 -8.13340
C -8.22373 -21.74276 -7.22983
C -9.37344 -21.05410 -8.10963
H -14.02503 -20.21367 -9.20718
H -13.66788 -21.44903 -8.03119
H -14.08230 -21.84871 -9.73358
H -11.57594 -20.21529 -9.04348
H -11.93128 -20.88086 -10.58091
H -11.26177 -23.22530 -9.95782
H -11.36744 -22.66343 -8.25328
H -9.56899 -22.25187 -11.37803
H -8.06825 -21.57068 -10.54225
H -9.52134 -20.58696 -10.70364
H -8.70211 -23.90326 -9.73520
H -9.45390 -23.98654 -8.11291
H -6.92978 -22.45583 -8.82312
H -7.08883 -23.64707 -7.70868
H -7.55464 -20.96737 -6.85674
H -8.70416 -22.18418 -6.35665
H -9.11006 -20.13359 -8.63058
H -10.25859 -20.86110 -7.50352
O -8.54160 -17.22438 -14.01201
S -7.49350 -17.78150 -13.17606
O -6.11902 -17.53930 -13.56870
O -7.79687 -17.39134 -11.56437
C -6.83413 -17.78580 -10.57579
C -7.48743 -17.55904 -9.21352
C -7.78653 -19.58679 -13.06660
H -5.95265 -17.14640 -10.62325
H -6.41884 -18.79339 -10.59580
H -8.35541 -18.19506 -9.03976
H -7.70958 -16.50885 -9.02418
H -6.74654 -17.77846 -8.44473
H -7.05171 -20.00660 -12.37964
H -7.59143 -20.06092 -14.02848
H -8.85327 -19.69284 -12.86931
O -15.07652 -18.70906 -6.00491
S -16.52268 -18.69454 -6.03312
O -17.25903 -18.08111 -7.10191
O -17.01859 -20.24668 -5.79294
C -17.05243 -21.13805 -6.94796
C -17.12802 -22.56326 -6.44213
C -17.15193 -18.00628 -4.43743
H -16.15232 -20.99838 -7.54663
H -17.88039 -20.89337 -7.61332
H -16.43963 -22.58473 -5.59728
H -16.75635 -23.22509 -7.22440
H -18.14625 -22.81021 -6.14161
H -16.83672 -16.96470 -4.37536
H -16.65753 -18.66923 -3.72739
H -18.23841 -18.09351 -4.44456
O -14.08889 -24.33626 -8.12195
S -12.95800 -25.27129 -8.05884
O -12.13690 -25.57346 -9.24219
O -11.87749 -24.76756 -6.90581
C -12.49036 -24.11243 -5.82178
C -11.53726 -24.10029 -4.67656
C -13.47383 -26.86489 -7.24715
H -13.37716 -24.68074 -5.54123
H -12.94537 -23.14827 -6.04863
H -11.25214 -25.07805 -4.28824
H -11.99026 -23.41592 -3.95925
H -10.59893 -23.68894 -5.04861
H -12.76557 -27.66950 -7.44482
H -14.36843 -27.20608 -7.76809
H -13.60326 -26.75304 -6.17065
O -11.69657 -20.93249 -5.61540
S -11.15733 -19.85015 -4.76980
O -10.95304 -20.05468 -3.35428
O -9.73757 -19.40160 -5.41671
C -8.90736 -18.42737 -4.64580
C -8.00657 -17.78860 -5.70668
C -12.07312 -18.31509 -5.13594
H -8.32072 -18.97852 -3.91082
H -9.48178 -17.64005 -4.15767
H -7.44533 -18.55987 -6.23416
H -7.24628 -17.12556 -5.29385
H -8.70148 -17.29576 -6.38662
H -12.22271 -18.18420 -6.20766
H -11.53241 -17.46709 -4.71567
H -13.06887 -18.39930 -4.70063
O -10.21673 -15.23361 -7.56186
S -10.99171 -16.13002 -8.39606
O -10.83119 -17.61010 -8.24697
O -12.56849 -15.68175 -8.17289
C -13.56418 -16.71996 -8.31561
C -14.76266 -16.02024 -8.77630
C -10.82762 -15.61682 -10.16954
H -13.75317 -17.20671 -7.35881
H -13.29650 -17.41834 -9.10852
H -14.59286 -15.71988 -9.81025
H -15.02261 -15.17615 -8.13751
H -15.61334 -16.70041 -8.81880
H -10.73408 -14.53088 -10.16073
H -11.71572 -15.87574 -10.74603
H -9.92691 -16.05960 -10.59470
O -11.24563 -18.41389 -11.29390
S -11.86774 -18.44623 -12.61255
O -11.85059 -17.28797 -13.52260
O -11.32206 -19.81919 -13.45586
C -11.27165 -19.67622 -14.88638
C -10.72759 -21.01701 -15.40188
C -13.65289 -18.87382 -12.46315
H -10.56490 -18.91964 -15.22724
H -12.22067 -19.28414 -15.25210
H -10.66169 -20.96006 -16.48839
H -11.40694 -21.81304 -15.09701
H -9.75184 -21.29742 -15.00517
H -14.06604 -18.93309 -13.47007
H -14.02165 -18.08482 -11.80772
H -13.79764 -19.80612 -11.91729
O -9.28940 -27.09462 -9.39144
S -8.75642 -27.20663 -8.04448
O -8.42618 -25.98667 -7.26308
O -9.71283 -28.14549 -7.10815
C -10.10340 -29.41445 -7.70338
C -10.96502 -30.16600 -6.70945
C -7.26510 -28.27364 -8.00999
H -9.27371 -30.00569 -8.09088
H -10.68614 -29.19575 -8.59818
H -10.58619 -30.00740 -5.69978
H -11.04245 -31.23275 -6.91955
H -11.99443 -29.80952 -6.67286
H -7.21259 -28.68407 -7.00158
H -6.32143 -27.74184 -8.13147
H -7.49714 -29.09341 -8.68988
O -12.17983 -24.53920 -12.12631
S -13.52975 -23.97828 -12.49891
O -13.88637 -22.59297 -12.01623
O -13.79126 -24.15875 -14.10227
C -13.43221 -25.35455 -14.82910
C -11.93649 -25.35429 -15.32390
C -14.78313 -25.07019 -11.89067
H -14.08675 -25.44501 -15.69599
H -13.56400 -26.23321 -14.19769
H -11.81052 -24.41872 -15.86884
H -11.77309 -26.13781 -16.06383
H -11.11022 -25.28859 -14.61605
H -15.72766 -24.52794 -11.93445
H -14.42918 -25.33808 -10.89515
H -14.76081 -26.03188 -12.40326
O -4.54425 -22.07939 -8.80744
S -4.16364 -20.72224 -8.40914
O -4.46504 -19.67723 -9.36941
O -4.83759 -20.26666 -6.92953
C -4.95188 -21.22071 -5.86160
C -5.59491 -20.57282 -4.65639
C -2.31340 -20.67768 -7.89667
H -3.92774 -21.52238 -5.64197
H -5.54509 -22.08941 -6.14719
H -5.30143 -19.52341 -4.62985
H -5.42689 -21.04207 -3.68702
H -6.67698 -20.59623 -4.78557
H -1.80253 -20.29296 -8.77934
H -2.09101 -21.74141 -7.81231
H -2.17228 -20.23033 -6.91277
```



3.
DFT (ωB97M-V with the def2-TZVPD basis set) results for C17H35F6N5O11S2Tl as an isolated structure in a non-equilibrium geometry.

Calculated values
highest occupied orbital energy: -12.07 eV
lowest unoccupied orbital energy: -8.66 eV
total charge: +1

```
77
C17H35F6N5O11S2Tl ωB97M-V with the def2-TZVPD basis set
Tl 0.18376 -0.53234 0.46962
C 3.06908 -1.81447 4.14556
F 1.81799 -1.80859 4.44451
F 3.76572 -1.14416 5.08343
F 3.52262 -3.02813 4.05026
S 3.19982 -0.97619 2.37347
O 4.61197 -0.54817 2.18245
O 2.69687 -2.00641 1.45424
O 2.18703 0.08341 2.36196
C 1.47236 1.54952 -4.27001
F 2.35634 2.12435 -3.46710
F 1.16140 2.34752 -5.32412
F 1.94894 0.40987 -4.77464
S -0.21736 1.14613 -3.44118
O 0.12932 0.32732 -2.25771
O -0.79799 2.45141 -3.07293
O -0.98313 0.38799 -4.40354
C -4.47853 1.24212 0.31288
C -3.17051 1.41507 -0.46670
O -2.12848 1.00206 -0.02438
N -3.14609 2.07505 -1.63668
C -4.25765 2.80925 -2.18870
H -4.99071 0.34070 -0.02361
H -5.07169 2.13653 0.12245
H -4.19620 1.03325 1.34476
H -2.31845 2.18989 -2.20405
H -5.20659 2.27913 -2.10740
H -4.14365 2.97549 -3.25990
H -4.31638 3.82095 -1.78732
C 0.40383 4.19146 -0.86625
C 0.31558 3.50988 0.48183
O 0.59615 2.34796 0.54377
N -0.03136 4.28352 1.53753
C 0.04021 3.96246 2.98011
H -0.62477 4.18669 -1.22689
H 1.11604 3.66484 -1.50146
H 0.79571 5.20698 -0.80921
H -0.40544 5.18206 1.26772
H -0.86564 4.30360 3.48127
H 0.91897 4.50284 3.33203
H 0.13062 2.88575 3.12364
C 4.46653 -0.26267 -1.88737
C 3.82764 0.67992 -0.90987
O 2.65230 0.46646 -0.50831
N 4.46154 1.82981 -0.66313
C 3.94616 2.87963 0.27716
H 3.89293 -0.40484 -2.80327
H 4.74492 -1.25204 -1.52440
H 5.46307 0.11857 -2.11016
H 5.19981 2.00157 -1.33063
H 3.24055 3.48766 -0.28897
H 4.78469 3.45620 0.66771
H 3.40164 2.40394 1.09283
C -0.79257 -5.01015 2.74328
C 0.15358 -4.17714 1.95454
O -0.26435 -3.27307 1.27508
N 1.42456 -4.55483 1.86941
C 2.00233 -5.43338 2.82194
H -0.62730 -4.72905 3.78336
H -0.54602 -6.06444 2.61761
H -1.83902 -4.86176 2.47679
H 2.07456 -4.03389 1.29824
H 1.85182 -5.09470 3.84700
H 3.07982 -5.29245 2.90704
H 1.73764 -6.48912 2.76304
C -4.10613 -3.17406 0.27116
C -3.37116 -2.27966 -0.78351
O -2.24247 -1.91700 -0.55537
N -3.95157 -2.02203 -1.94070
C -3.20845 -1.33392 -2.98651
H -5.17891 -3.21193 0.08191
H -3.88411 -2.74320 1.24746
H -3.62997 -4.15453 0.26437
H -4.79079 -2.50384 -2.22996
H -3.84707 -1.18335 -3.85692
H -2.38660 -1.99431 -3.26314
H -2.82929 -0.38896 -2.59741
```



4.
DFT (ωB97M-V with the def2-TZVPD basis set) results for one molecule with the formula C3H9NOSi in a non-equilibrium geometry.

Calculated values
highest occupied orbital energy (spin up / spin down): -6.86 / -8.79 eV
lowest unoccupied orbital energy (spin up / spin down): 0.93 / -0.45 eV
total charge: 0
2S+1: 3
expectation value of S²: 2.01
ΔE to the lowest compared entry with this formula, charge and spin: 68.2 kJ/mol

```
15
C3H9NOSi ωB97M-V with the def2-TZVPD basis set
C 0.11335 1.58802 -1.69213
C 0.72386 -1.75259 -0.28988
C -0.32230 1.23546 -0.22098
N -1.06646 -0.62126 3.00581
O -0.81630 -1.10860 1.76508
Si -0.62438 -0.52631 0.10146
H 0.98910 1.31953 -2.07734
H -0.73449 1.18643 -2.27844
H 0.04001 2.68448 -1.75470
H 1.63058 -1.39961 0.37442
H 0.54162 -2.87524 -0.11487
H 1.13310 -1.69935 -1.26425
H -1.10059 1.97879 0.06017
H 0.58695 1.26189 0.45494
H -1.09406 -1.27163 3.93073
```